#1
# C6H8O2

C6H8O2 as an isolated structure (ωB97M-V/def2-TZVPD, OMol25).

LUMO energy   0.03623 Eh
HOMO   -9.60 eV

ORCA input file:
```
! wB97M-V def2-TZVPD RIJCOSX def2/J DEFGRID3
* xyz 0 1
O 2.486 -0.758 0.022
O 0.735 1.502 0.141
C -0.852 0.205 0.840
C -1.612 -0.928 0.023
C 1.026 -0.584 -0.069
C 0.611 0.239 0.995
C 0.569 0.608 -0.889
C -1.028 0.338 -0.683
H 2.907 0.198 -0.133
H -1.517 1.115 1.240
H 0.729 0.771 -1.920
H 1.167 0.497 1.906
H -1.587 1.201 -1.029
H 0.486 -1.597 -0.451
H -1.307 -1.966 -0.328
H -2.814 -0.841 0.335
*
```

#2
# C6H8O2

The molecule C6H8O2 (ωB97M-V/def2-TZVPD, OMol25).

LUMO energy   0.03441 Eh
HOMO   -8.24 eV

ORCA input file:
```
! wB97M-V def2-TZVPD RIJCOSX def2/J DEFGRID3
* xyz 0 1
O -0.005 -1.557 -0.545
O 1.317 0.695 0.612
C 0.950 -1.641 0.420
C -0.049 -0.334 -1.217
C -0.857 0.786 -0.671
C 0.658 0.852 -0.631
C 1.558 -0.588 0.954
C -1.595 0.663 0.646
H 2.281 -0.642 1.775
H -2.620 0.286 0.450
H -1.664 1.665 1.102
H -1.084 -0.026 1.325
H 1.162 -2.654 0.736
H 1.245 1.513 -1.269
H 0.032 -0.460 -2.302
H -1.328 1.440 -1.386
*
```

#3
# C6H8O2

The molecule C6H8O2 (ωB97M-V/def2-TZVPD, OMol25).

LUMO energy   0.03427 Eh
HOMO   -9.20 eV

ORCA input file:
```
! wB97M-V def2-TZVPD RIJCOSX def2/J DEFGRID3
* xyz 0 1
O 1.240 1.105 1.345
O -0.657 0.991 0.048
C -0.195 0.529 1.227
C -0.987 -1.468 -0.139
C -0.581 -0.989 1.054
C 0.403 0.237 -0.738
C 1.522 1.272 -0.086
C -0.704 -0.676 -1.587
H -0.636 0.948 2.072
H 2.624 1.231 -0.103
H -1.510 0.301 -1.739
H -0.324 -1.190 -2.450
H 0.813 -0.613 -0.220
H -0.610 -1.730 1.766
H -1.762 -2.355 -0.090
H 1.364 2.407 -0.360
*
```

#4
# C6H8O2

The molecule C6H8O2 (ωB97M-V/def2-TZVPD, OMol25).

LUMO energy   0.01730 Eh
HOMO   -10.07 eV

ORCA input file:
```
! wB97M-V def2-TZVPD RIJCOSX def2/J DEFGRID3
* xyz 0 1
O -2.478 -0.742 -0.450
O -1.180 -0.445 1.268
C 0.372 1.416 -0.420
C 1.957 -1.266 -0.703
C -0.845 0.955 -0.655
C 2.115 -0.203 0.342
C 1.321 0.864 0.533
C -1.517 -0.180 0.016
H 0.769 2.321 -0.874
H 2.826 -0.464 1.102
H -1.414 1.281 -1.532
H 2.819 -1.539 -1.264
H 1.406 1.462 1.437
H -0.348 0.083 1.555
H 1.193 -0.983 -1.454
H 1.592 -2.172 -0.179
*
```

Quick ranking, most stable first: #4, #2, #1, #3.

#1
# C6H8O2

The molecule C6H8O2 (ωB97M-V/def2-TZVPD, OMol25).

LUMO energy   0.03624 Eh
HOMO   -9.41 eV

ORCA input file:
```
! wB97M-V def2-TZVPD RIJCOSX def2/J DEFGRID3
* xyz 0 1
O 1.121 0.565 0.473
O -1.613 0.125 -1.528
C 0.211 -0.061 1.530
C -1.264 0.569 -0.202
C -0.435 -0.406 -0.975
C 1.863 -0.056 -1.739
C -1.296 0.111 1.224
C 1.002 -0.049 -0.782
H 1.683 -0.457 -2.774
H 2.864 0.351 -1.606
H -0.760 -1.432 -0.720
H 0.526 0.352 2.489
H 0.463 -1.119 1.513
H -0.998 1.624 -0.290
H -1.534 0.778 1.998
H -1.832 -0.895 1.389
*
```

#2
# C6H8O2

The molecule C6H8O2 (ωB97M-V/def2-TZVPD, OMol25).

LUMO energy   -0.00262 Eh
HOMO   -9.54 eV

ORCA input file:
```
! wB97M-V def2-TZVPD RIJCOSX def2/J DEFGRID3
* xyz 0 1
O 1.106 0.019 2.389
O -0.071 2.629 0.403
C -1.377 -1.318 -1.213
C -0.866 -0.041 1.005
C 0.485 0.500 1.446
C -0.728 -0.473 -0.209
C 0.716 1.948 0.996
C 1.060 -0.155 -0.660
H -1.287 -0.874 -2.204
H 1.751 2.275 1.212
H 1.332 -1.192 -0.841
H -1.645 -0.225 1.726
H 0.885 0.399 -1.586
H -2.434 -1.430 -0.957
H 1.996 0.248 -0.271
H -0.924 -2.310 -1.239
*
```

#3
# C6H8O2

The molecule C6H8O2 (ωB97M-V/def2-TZVPD, OMol25).

LUMO energy   0.02816 Eh
HOMO   -9.40 eV

ORCA input file:
```
! wB97M-V def2-TZVPD RIJCOSX def2/J DEFGRID3
* xyz 0 1
O 0.985 2.723 -0.893
O -1.230 2.491 -0.871
C -0.842 -0.039 0.408
C 0.278 0.419 -0.071
C -0.647 -1.566 0.816
C -1.535 -2.492 0.456
C -0.141 2.006 -0.637
C 1.725 0.103 -0.069
H -1.551 -3.468 0.935
H 2.225 0.545 0.798
H 2.191 0.518 -0.969
H 1.928 -0.969 -0.094
H 0.132 -1.806 1.533
H 0.666 3.566 -1.278
H -1.863 0.258 0.199
H -2.323 -2.288 -0.262
*
```

Quick ranking, most stable first: #3, #2, #1.